1.
Density functional theory data (ωB97M-V/def2-TZVPD) for a cluster of 3 separate species, C39H63BFNO8P in total at a distorted geometry.

Structure (XYZ):
```
114
C39H63BFNO8P | the OMol25 dataset | ωB97M-V/def2-TZVPD
C -4.5042 1.4175 -5.8224
C -3.1266 1.7809 -6.4114
C -2.0933 0.6785 -6.1404
C -1.6547 0.6396 -4.6553
C -1.1348 -0.7794 -4.2854
C 0.3729 -0.7738 -3.8924
C 0.6144 -1.2982 -2.4784
C 0.4845 -2.8507 -2.3516
C -0.6741 -3.2800 -1.4037
C -0.1648 -4.0531 -0.1675
C -0.4366 -3.3459 1.1831
C 0.5723 -3.8311 2.2562
C 1.6864 -2.8044 2.6047
C 1.9748 -1.7500 1.5145
C 3.5003 -1.4622 1.4817
C 4.0085 -0.7627 2.7349
C 3.3936 0.6514 2.9769
C 3.0554 1.3652 1.6702
C 2.6573 2.8543 1.7739
C 3.3374 3.6619 0.6314
N 4.7007 4.0913 1.0170
O 2.2744 0.3566 3.8084
B 2.3616 1.0163 5.1371
C 0.8243 1.5303 5.4380
C 0.4077 2.7290 4.5661
C -0.4775 2.3781 3.4033
O -0.8260 1.3026 3.0782
O -0.8789 3.4736 2.6633
O 3.4068 2.0524 4.9203
C 4.2672 1.4666 4.0106
F 5.0322 2.5204 3.4657
P 5.4980 0.4991 5.0771
C 5.4987 1.1719 6.8041
C 7.2159 0.8745 4.4452
C 7.7711 2.2607 4.8809
H -5.0353 0.8037 -6.5569
H -5.1133 2.2951 -5.6096
H -4.4014 0.7867 -4.9384
H -2.7845 2.7473 -6.0329
H -3.2264 1.9085 -7.4938
H -2.4896 -0.2868 -6.4612
H -1.2065 0.9143 -6.7361
H -2.4941 0.8935 -4.0110
H -0.8734 1.3938 -4.5564
H -1.7137 -1.1811 -3.4522
H -1.2298 -1.4085 -5.1680
H 0.7775 0.2385 -3.9559
H 0.9283 -1.3939 -4.6009
H -0.0646 -0.8520 -1.7478
H 1.6306 -1.0246 -2.1764
H 1.4394 -3.2482 -2.0077
H 0.3360 -3.2616 -3.3546
H -1.2686 -3.9879 -1.9923
H -1.3332 -2.4473 -1.1586
H 0.9077 -4.2457 -0.2382
H -0.6387 -5.0362 -0.1058
H -1.4231 -3.6919 1.5120
H -0.5096 -2.2614 1.1001
H 1.0048 -4.7704 1.9037
H -0.0013 -4.0424 3.1610
H 2.6116 -3.3775 2.7388
H 1.4757 -2.3736 3.5816
H 1.4439 -0.8464 1.8125
H 1.6937 -2.0719 0.5080
H 3.7224 -0.9174 0.5580
H 3.9870 -2.4387 1.3647
H 3.9073 -1.3665 3.6275
H 5.0936 -0.6111 2.5920
H 2.2764 0.8556 1.1054
H 3.9579 1.3153 1.0479
H 2.9204 3.3103 2.7259
H 1.5832 2.9969 1.6305
H 3.4315 2.9740 -0.2126
H 2.7372 4.5302 0.3347
H 5.2729 4.0627 0.1773
H 4.6925 5.0684 1.2908
H 2.6819 0.2889 6.0736
H 0.6640 1.7765 6.4959
H 0.1755 0.6769 5.2216
H -0.1559 3.4413 5.1834
H 1.2770 3.2694 4.1853
H -0.9788 3.1517 1.7538
H 6.5182 1.0880 7.1825
H 5.1956 2.2221 6.7700
H 4.7816 0.6298 7.4106
H 7.9079 0.0914 4.7570
H 7.1598 0.8488 3.3544
H 8.3896 2.1455 5.7743
H 8.3703 2.6702 4.0641
H 6.9822 2.9728 5.1145
C -5.9989 -2.5671 -5.8971
C -7.1380 -3.0757 -6.3583
C -8.2795 -3.3555 -5.4510
O -9.3173 -3.8211 -5.8731
C -8.1014 -3.0447 -4.0117
C -6.9619 -2.5358 -3.5489
C -5.8237 -2.2577 -4.4575
O -4.7852 -1.7913 -4.0365
H -5.1543 -2.3562 -6.5413
H -7.2869 -3.3082 -7.4052
H -8.9450 -3.2546 -3.3668
H -6.8109 -2.3012 -2.5008
C -3.6445 1.2785 -1.7220
C -4.4458 0.2182 -1.6778
C -5.4761 0.0794 -0.6217
O -6.2113 -0.8888 -0.5801
C -5.5789 1.1652 0.3836
C -4.7758 2.2254 0.3397
C -3.7445 2.3667 -0.7196
O -3.0148 3.3343 -0.7627
H -2.8893 1.3967 -2.4777
H -4.3827 -0.5849 -2.4053
H -6.3374 1.0446 1.1467
H -4.8346 3.0275 1.0646
```

Values from the calculation:
* max |F|: 2.62 eV Å⁻¹
* energy: -2646.606747 a.u.
* total charge: -1
* frontier orbital gap: 3.515 eV
* spin multiplicity: 1
* M: 734.716 g/mol

These are the Löwdin partial charges, in e, on atoms 1 to 6: -0.102 -0.259 -0.218 -0.190 -0.167 -0.206

=====

2.
Density functional theory data (ωB97M-V/def2-TZVPD) for a structure of composition C39H63BrO10P3RhS at a distorted geometry.

Structure (XYZ):
```
118
C39H63BrO10P3RhS | the OMol25 dataset | ωB97M-V/def2-TZVPD
Rh -1.0979 -0.6327 -0.6701
C 1.4258 -0.8200 5.9723
C 1.9394 -0.0889 4.7514
C 3.3842 -0.4114 4.4458
O 1.1170 -0.4990 3.6253
P 0.2817 0.5138 2.7300
O -0.7337 -0.1755 1.9216
C 1.4614 1.5142 1.8238
P 2.3669 0.7541 0.4705
O 1.5678 -0.0807 -0.4400
O 3.0451 1.9323 -0.3161
C 3.9234 3.0125 0.0927
C 3.1016 4.2179 0.4975
C 4.9341 2.5996 1.1398
O 3.5077 -0.0045 1.2476
C 4.2069 -1.1745 0.7244
C 4.7308 -0.9245 -0.6734
C 3.3029 -2.3802 0.8187
O -0.2999 1.5931 3.7311
C -1.4066 1.2283 4.6144
C -1.2549 2.0839 5.8489
C -2.7207 1.4254 3.8951
H 2.0466 -0.5863 6.8385
H 1.4611 -1.8964 5.8014
H 0.3984 -0.5440 6.2044
H 1.8173 0.9895 4.8934
H 3.5191 -1.4905 4.3539
H 4.0164 -0.0538 5.2601
H 3.7104 0.0504 3.5165
H 2.1931 1.8904 2.5460
H 0.8919 2.3526 1.4091
H 4.4589 3.2452 -0.8309
H 2.5696 4.0500 1.4344
H 2.3694 4.4663 -0.2663
H 3.7585 5.0778 0.6408
H 4.4679 2.3498 2.0947
H 5.6053 3.4435 1.3064
H 5.5266 1.7426 0.8242
H 5.0450 -1.2789 1.4172
H 3.9133 -0.8019 -1.3852
H 5.3286 -1.7834 -0.9836
H 5.3617 -0.0364 -0.7142
H 2.4574 -2.2752 0.1413
H 2.9194 -2.5058 1.8317
H 3.8628 -3.2768 0.5459
H -1.2952 0.1717 4.8776
H -1.3430 3.1395 5.5892
H -0.2858 1.9271 6.3221
H -2.0337 1.8407 6.5720
H -2.8141 2.4600 3.5596
H -3.5435 1.2050 4.5781
H -2.7948 0.7606 3.0364
Br -0.4166 6.1269 0.0787
C -0.6832 4.2742 -0.2145
C -0.0057 3.6352 -1.2346
C -0.1809 2.2641 -1.4056
C -1.0328 1.4640 -0.6316
C -1.6893 2.1884 0.3819
C -1.5253 3.5505 0.6131
H 0.6655 4.1917 -1.8767
H 0.4472 1.7932 -2.1463
H -2.3177 1.6495 1.0737
H -2.0403 4.0442 1.4280
O 0.0352 -2.3733 -3.1950
S -0.3062 -0.9463 -2.9032
C -1.5924 -0.4984 -4.0508
C -1.8309 -1.3454 -5.1197
C -2.8382 -1.0118 -6.0174
C -3.5743 0.1516 -5.8387
C -3.3206 0.9875 -4.7580
C -2.3261 0.6613 -3.8451
C 1.0648 -0.0750 -3.7537
C 2.2505 -0.7895 -3.8145
C 3.3668 -0.2104 -4.4079
C 3.2931 1.0672 -4.9382
C 2.0975 1.7716 -4.8836
C 0.9805 1.2021 -4.2899
H -1.2451 -2.2492 -5.2181
H -3.0487 -1.6624 -6.8560
H -4.3581 0.4037 -6.5414
H -3.9051 1.8865 -4.6152
H -2.1436 1.2726 -2.9707
H 2.2850 -1.7897 -3.4085
H 4.2933 -0.7687 -4.4546
H 4.1617 1.5105 -5.4078
H 2.0272 2.7648 -5.3080
H 0.0497 1.7527 -4.2685
C -4.7321 1.4330 -0.2154
O -4.5428 0.1697 -0.8303
P -3.3558 -0.9047 -0.5774
O -4.0834 -2.0743 -1.3970
C -4.4394 -2.0141 -2.7722
O -3.6911 -1.4535 0.9165
C -5.0161 -1.8888 1.2439
H -5.7704 1.7087 -0.3978
H -4.0732 2.1817 -0.6464
H -4.5678 1.3742 0.8612
H -4.4372 -3.0387 -3.1419
H -3.7319 -1.4237 -3.3473
H -5.4358 -1.5825 -2.8690
H -5.1590 -1.7115 2.3093
H -5.1132 -2.9540 1.0335
H -5.7697 -1.3419 0.6776
C 0.4628 -4.3463 -0.7256
C -0.9205 -3.8204 -0.3077
C -1.9574 -4.2447 -1.3428
C -1.2850 -4.4365 1.0522
C -0.7845 -2.3382 -0.1199
H 0.4139 -5.4347 -0.7930
H 1.2254 -4.0897 0.0115
H 0.7609 -3.9430 -1.6914
H -1.8756 -5.3198 -1.5235
H -1.7998 -3.7206 -2.2862
H -2.9661 -4.0367 -0.9953
H -1.4493 -5.5105 0.9512
H -2.1981 -3.9887 1.4504
H -0.4875 -4.2783 1.7812
H -0.2296 -2.1819 0.8238
```

Values from the calculation:
* max |F|: 1.94 eV Å⁻¹
* energy: -6383.245388 a.u.
* frontier orbital gap (alpha / beta): 7.008 / 7.005 eV
* spin multiplicity: 1
* M: 999.722 g/mol

These are the Löwdin partial charges, in e, on atoms 1 to 6: 0.582 -0.035 -0.443 -0.035 -0.171 0.480

=====

3.
Density functional theory data (ωB97M-V/def2-TZVPD) for a structure of composition C39H63HgN11P at a distorted geometry.

Structure (XYZ):
```
115
C39H63HgN11P | the OMol25 dataset | ωB97M-V/def2-TZVPD
Hg 1.0114 -0.1743 0.5148
C -4.3666 4.6376 1.2844
N -3.6485 3.8307 0.3021
C -2.8915 4.6204 -0.6391
C -3.2893 2.4988 0.5948
N -2.3520 2.0635 1.3687
C -1.2893 2.9265 1.7589
C -0.6053 2.3787 2.9904
N 0.4383 1.2996 2.7339
C 1.8017 1.8463 2.9967
C 2.6955 1.8884 1.7807
N 2.9082 0.5405 1.2035
C 4.1187 0.1772 0.7815
N 4.3213 -0.6896 -0.2537
C 3.3176 -1.1967 -1.1480
C 5.4468 -1.6241 -0.2868
N 5.2371 0.5753 1.4903
C 5.2546 0.4571 2.9267
C 6.3926 1.2973 1.0169
C 0.1824 0.0459 3.5007
C -1.0007 -0.8278 3.0499
N -0.5329 -2.1510 2.6757
C -1.0369 -3.2780 3.0644
N -0.6631 -4.4290 2.3444
C -0.4836 -5.7126 2.9974
C -0.1248 -4.2766 0.9755
N -1.9055 -3.5684 4.1349
C -1.8584 -2.8245 5.3793
C -3.0082 -4.4930 3.9678
N -4.1012 1.5255 0.0702
C -3.8009 0.1481 0.3883
C -5.3364 1.8258 -0.6445
H -5.2803 4.9964 0.8467
H -3.7947 5.5615 1.5611
H -4.6027 4.0323 2.1840
H -3.4917 5.4639 -1.0072
H -2.5799 3.9564 -1.4627
H -2.0204 4.9906 -0.0965
H -1.6296 3.9552 2.0216
H -0.5064 3.0764 0.9535
H -1.3244 1.9246 3.6602
H -0.1787 3.1560 3.5916
H 2.2905 1.2127 3.7716
H 1.7411 2.8324 3.4492
H 3.6648 2.2950 2.0778
H 2.2586 2.6038 1.0345
H 3.8099 -1.4562 -2.0851
H 2.5137 -0.5182 -1.3859
H 2.8561 -2.1279 -0.7429
H 6.4358 -1.2076 -0.0819
H 5.4646 -1.9272 -1.3128
H 5.2709 -2.4908 0.3676
H 4.3753 -0.0916 3.2827
H 5.2762 1.4782 3.3989
H 6.1658 -0.1030 3.2078
H 6.2357 2.3670 1.1471
H 6.5516 1.1543 -0.0731
H 7.2534 0.9720 1.6169
H 0.0985 0.3043 4.5717
H 1.1329 -0.5294 3.5159
H -1.4522 -0.3679 2.1557
H -1.7587 -0.7827 3.8469
H -1.2058 -6.4885 2.6547
H -0.5390 -5.6611 4.1095
H 0.5435 -6.0788 2.8276
H -0.4577 -3.2687 0.5692
H -0.4758 -5.0879 0.3603
H 0.9791 -4.2267 0.9856
H -2.7770 -2.1903 5.4926
H -0.9817 -2.1532 5.4266
H -1.8089 -3.4664 6.2571
H -3.0022 -4.8765 2.9414
H -3.9598 -3.9195 4.0930
H -2.9962 -5.2954 4.6792
H -2.7111 -0.0073 0.3720
H -4.2023 -0.5150 -0.3771
H -4.1739 -0.1841 1.3662
H -5.2246 2.7681 -1.2163
H -6.1675 1.9015 0.0443
H -5.4696 0.9696 -1.3085
N -0.2439 -0.7556 -1.0741
P 0.0365 -0.1000 -2.4987
C 0.5334 -1.3851 -3.6656
C 0.7937 -2.6887 -3.2844
C 0.9984 -3.6557 -4.2887
C 0.8871 -3.2834 -5.6428
C 0.5758 -1.9838 -5.9981
C 0.4734 -1.0382 -5.0027
C -1.6223 0.3125 -3.1781
C -1.8384 1.4103 -4.0529
C -3.0448 1.5594 -4.7039
C -4.0118 0.5593 -4.6329
C -3.8601 -0.4991 -3.7698
C -2.6481 -0.6380 -3.0514
C 1.2859 1.1884 -2.7709
C 2.3818 0.9861 -3.6284
C 3.0518 2.0793 -4.1401
C 2.8583 3.3366 -3.5970
C 1.8529 3.5436 -2.6343
C 1.0421 2.4719 -2.2281
H 0.8076 -2.9467 -2.2028
H 1.2371 -4.6772 -4.0701
H 1.0737 -4.0231 -6.4375
H 0.5051 -1.7002 -7.0433
H 0.3889 0.0414 -5.2855
H -1.0258 2.1089 -4.1599
H -3.2039 2.3768 -5.4250
H -4.8708 0.6165 -5.3135
H -4.5891 -1.3265 -3.7545
H -2.5541 -1.4705 -2.3394
H 2.6427 -0.0091 -4.0236
H 3.7592 2.0125 -4.9591
H 3.5475 4.1498 -3.8375
H 1.6552 4.5322 -2.2939
H 0.1485 2.6077 -1.6249
```

Values from the calculation:
* max |F|: 3.24 eV Å⁻¹
* energy: -2620.698580 a.u.
* frontier orbital gap (alpha / beta): 3.193 / 7.259 eV
* spin multiplicity: 2
* M: 917.574 g/mol

These are the Löwdin partial charges, in e, on atoms 1 to 6: 1.156 -0.075 -0.219 -0.069 -0.376 0.089

=====

4.
Density functional theory data (ωB97M-V/def2-TZVPD) for a structure of composition C39H64F12NO13P2 at a distorted geometry.

Structure (XYZ):
```
131
C39H64F12NO13P2 | the OMol25 dataset | ωB97M-V/def2-TZVPD
C -2.4362 4.1052 2.3210
C -1.9192 3.0575 2.0568
C -1.2411 1.8122 1.7221
C -2.1128 0.6512 2.2265
N -1.8609 -0.6301 1.4867
C -0.4596 -0.8333 0.9656
C -0.5326 -2.0894 0.0882
C -1.1424 -3.3076 0.7655
O -1.7737 -4.1098 0.1485
O -1.0077 -3.4422 2.1110
C 0.0722 0.3693 0.1365
C 1.5128 0.6995 0.5752
C 2.4011 -0.5228 0.8992
C 3.8659 -0.3882 0.4134
C 4.4896 -1.7000 -0.0747
C 4.4185 -2.8081 0.9893
C 3.4633 -3.9784 0.6155
C 3.8296 -5.1903 1.4669
C 2.8661 -6.3974 1.4633
C 1.3513 -6.1691 1.3520
C 0.5830 -5.6591 2.5765
C 1.0572 -4.3023 3.1129
C -0.0652 -3.4430 3.7128
O -0.1242 -2.1598 3.0699
C 0.7548 -1.2227 3.6556
C -0.8505 1.6288 0.2267
P -2.2989 1.4593 -0.9126
O -1.9464 0.7997 -2.1931
P 0.1049 3.1513 -0.3747
C 0.4931 2.7087 -2.1095
O -1.0558 4.2885 -0.5882
H -2.8440 5.0080 2.7161
H -0.3075 1.7979 2.2952
H -3.1645 0.8912 2.0808
H -1.9543 0.4626 3.2859
H -2.0793 -1.3977 2.1291
H -2.5108 -0.7518 0.7049
H 0.1724 -1.0131 1.8394
H 0.4462 -2.3728 -0.2957
H -1.1619 -1.8416 -0.7689
H -0.3114 -2.8768 2.4797
H 0.0741 0.0915 -0.9196
H 1.4900 1.3567 1.4453
H 2.0124 1.2643 -0.2089
H 1.9915 -1.4660 0.5417
H 2.4477 -0.6110 1.9879
H 3.9424 0.3802 -0.3596
H 4.4427 -0.0217 1.2657
H 4.0106 -2.0092 -1.0075
H 5.5323 -1.4682 -0.3028
H 5.3937 -3.2119 1.2566
H 4.0270 -2.3380 1.9003
H 2.4392 -3.6544 0.8021
H 3.5910 -4.1524 -0.4562
H 3.9346 -4.8276 2.4904
H 4.7894 -5.5682 1.1128
H 3.1174 -7.0706 0.6407
H 3.0583 -6.9716 2.3748
H 0.9302 -7.1463 1.1003
H 1.0976 -5.5222 0.5100
H 0.5243 -6.4317 3.3456
H -0.4532 -5.5102 2.2456
H 1.8897 -4.4303 3.8063
H 1.4496 -3.7313 2.2687
H -1.0454 -3.9025 3.5902
H 0.1169 -3.2813 4.7794
H 0.3977 -0.9025 4.6392
H 0.8074 -0.3465 3.0084
H 1.7716 -1.6177 3.7586
H -2.7865 2.7666 -1.0736
H -3.3603 0.8110 -0.2187
H -0.3936 2.6304 -2.7395
H 1.0874 1.7988 -2.1806
H 1.0911 3.5324 -2.5030
H -0.6547 5.1667 -0.5788
C 0.6198 6.9566 -7.0786
C 1.7793 6.0266 -6.8002
O 2.4754 6.3979 -5.5869
C 1.9155 6.0326 -4.4524
O 0.8992 5.4133 -4.3076
C 2.7946 6.4900 -3.2707
F 3.1632 7.7637 -3.3986
F 3.8970 5.7338 -3.1998
F 2.1303 6.3608 -2.1181
H 0.9624 7.9908 -7.1196
H 0.1615 6.7011 -8.0328
H -0.1409 6.8848 -6.3022
H 2.5286 6.0983 -7.5845
H 1.4612 4.9872 -6.7292
C -1.7513 -2.3375 -4.1481
C -0.4548 -1.5874 -3.9363
O 0.5623 -1.9997 -4.8685
C 0.4751 -1.4815 -6.0893
O -0.3452 -0.7082 -6.4810
C 1.6473 -1.9935 -6.9484
F 1.7871 -3.3176 -6.8331
F 2.7878 -1.4152 -6.5417
F 1.4548 -1.6947 -8.2257
H -1.5820 -3.4143 -4.1034
H -2.4721 -2.0589 -3.3787
H -2.1831 -2.1048 -5.1200
H -0.0401 -1.8182 -2.9596
H -0.6005 -0.5094 -3.9933
C -4.8991 -3.9075 0.9257
C -6.0311 -3.6918 -0.0575
O -7.0083 -4.7397 0.0362
C -7.8568 -4.6432 1.0540
O -7.8851 -3.7772 1.8772
C -8.8564 -5.8151 1.0105
F -8.2225 -6.9768 0.8249
F -9.7157 -5.6364 0.0002
F -9.5414 -5.8807 2.1450
H -4.4385 -4.8821 0.7734
H -4.1352 -3.1414 0.7902
H -5.2591 -3.8623 1.9536
H -5.6636 -3.7314 -1.0810
H -6.5190 -2.7276 0.0886
C 1.1187 9.3652 4.0151
C 0.1964 8.2160 4.3554
O 0.5531 7.0165 3.6283
C 1.5846 6.3358 4.1071
O 2.2331 6.5889 5.0761
C 1.8302 5.0925 3.2320
F 1.8267 5.3963 1.9305
F 0.8607 4.1794 3.4437
F 2.9941 4.5260 3.5283
H 1.1254 9.5434 2.9393
H 0.7835 10.2710 4.5182
H 2.1409 9.1575 4.3279
H -0.8236 8.4370 4.0490
H 0.1909 8.0015 5.4234
```

Values from the calculation:
* max |F|: 16.67 eV Å⁻¹
* energy: -4437.949337 a.u.
* total charge: +1
* frontier orbital gap: 8.711 eV
* relative energy (zero: lowest compared OMol25 entry of this formula, charge and spin): 0.00 kJ/mol
* spin multiplicity: 1
* M: 1044.859 g/mol

These are the Löwdin partial charges, in e, on atoms 1 to 6: 0.171 -0.128 -0.327 -0.064 0.120 -0.209

=====

The lowest energy belongs to which entry? C39H63BrO10P3RhS

=====

What is the energy in the second record? -6383.245388 a.u.

=====

Which of these has the highest energy? C39H63HgN11P